Computed, not measured: a structure of composition C31H23F4InO7 in a non-equilibrium geometry, with ωB97M-V/def2-TZVPD.

- Strongest force on any atom: 3.32 eV Å⁻¹
- E: -2311.1660 Ha
- LUMO energy: -0.171 Eh
- Orbital gap: 2.93 eV
- 2S+1: 1
- ΔE to the lowest compared entry with this formula, charge and spin: 20.9 kJ/mol

Last column: Mulliken charge in e.
CARTESIAN COORDINATES (ANGSTROEM)
1 In 1.91316 -28.74611 25.90345  1.10
2 C -0.34971 -25.24996 20.90129  -0.11
3 C 0.39635 -25.68754 22.08189  0.21
4 C 0.30025 -27.19943 22.46996  0.16
5 O 0.69234 -27.63738 23.52286  -0.38
6 C -0.40298 -28.07311 21.51914  -0.13
7 C -1.05458 -27.55570 20.39334  0.25
8 C -1.00747 -26.10468 20.05694  0.34
9 O -1.58487 -25.56539 19.08596  -0.54
10 O -1.62741 -28.35705 19.64021  -0.56
11 O 0.99786 -24.92232 22.78390  -0.43
12 H -0.24050 -24.20949 20.62284  0.51
13 H -0.44621 -29.11953 21.79192  0.59
14 O 0.08997 -24.80593 27.84706  -0.50
15 C 0.44858 -25.80158 26.99202  0.70
16 O 0.01755 -26.97202 27.18947  -0.70
17 O 1.17958 -25.47045 26.03486  -0.68
18 H -0.62880 -25.14714 28.39444  0.31
19 F 3.12902 -30.36733 28.09734  -0.19
20 C 3.71934 -31.13281 29.05102  0.32
21 C 4.37392 -30.43323 30.06760  -0.34
22 C 4.98172 -31.21270 31.05892  -0.43
23 C 5.00999 -32.59670 30.96522  -0.53
24 C 4.48314 -33.23233 29.84791  -0.47
25 C 3.74297 -32.49377 28.93089  -0.43
26 H 4.47337 -29.35855 30.07658  0.47
27 H 5.53753 -30.72107 31.84616  0.36
28 H 5.59399 -33.11939 31.71066  0.36
29 H 4.64275 -34.29892 29.77343  0.40
30 H 3.29448 -32.91160 28.03845  0.44
31 F 4.18946 -30.49966 25.61684  -0.17
32 C 5.05363 -31.50936 25.44902  0.15
33 C 4.71280 -32.59592 24.64541  -0.18
34 C 5.57217 -33.67664 24.53404  -0.56
35 C 6.81772 -33.65847 25.14966  -0.48
36 C 7.13430 -32.62130 25.97584  -0.58
37 C 6.24887 -31.55199 26.15656  -0.20
38 H 3.73688 -32.70129 24.18827  0.40
39 H 5.26888 -34.57126 24.00684  0.40
40 H 7.57774 -34.36192 24.83339  0.38
41 H 8.08710 -32.53468 26.48153  0.38
42 H 6.44732 -30.76303 26.87057  0.43
43 F 2.18766 -30.32007 23.53346  -0.24
44 C 2.07549 -30.79312 22.27208  0.30
45 C 1.14438 -31.75777 21.96619  -0.48
46 C 0.76905 -31.94781 20.65367  -0.45
47 C 1.56560 -31.42444 19.63763  -0.47
48 C 2.64922 -30.62082 19.96738  -0.50
49 C 2.90723 -30.26603 21.28651  -0.31
50 H 0.58913 -32.25776 22.75159  0.41
51 H -0.03253 -32.60538 20.34676  0.42
52 H 1.28027 -31.64073 18.61792  0.40
53 H 3.23067 -30.16962 19.17401  0.36
54 H 3.65706 -29.55496 21.60534  0.50
55 F 0.72463 -29.28808 28.56395  -0.12
56 C 0.27716 -29.30286 29.83190  0.16
57 C -0.91100 -29.92638 30.15232  -0.37
58 C -1.53021 -29.78335 31.36767  -0.52
59 C -0.87591 -28.96535 32.30643  -0.39
60 C 0.39145 -28.44598 32.04451  -0.69
61 C 0.94363 -28.55373 30.77674  0.05
62 H -1.31418 -30.64756 29.44828  0.33
63 H -2.44054 -30.31697 31.59327  0.39
64 H -1.31290 -28.83118 33.28760  0.35
65 H 0.83147 -27.78942 32.78230  0.34
66 H 1.83952 -27.98387 30.57044  0.44


Computed, not measured: a structure of composition C5H7NO, with ωB97M-V/def2-TZVPD.

- Strongest force on any atom: 0.53 eV Å⁻¹
- E: -324.5688 Ha
- LUMO energy: 0.032 Eh
- Orbital gap: 10.28 eV
- 2S+1: 1
- ΔE to the lowest compared entry with this formula, charge and spin: 408.6 kJ/mol

Last column: Mulliken charge in e.
CARTESIAN COORDINATES (ANGSTROEM)
1 O 2.42073 0.07099 0.11150  -0.55
2 C 1.25538 0.48512 -0.53865  -0.33
3 C 0.15906 -0.54949 -0.74673  -0.12
4 C -0.33032 -0.46317 0.72772  -0.60
5 C -1.72983 -0.22664 0.19564  -0.41
6 N -0.91234 0.53257 -0.82611  -0.59
7 C 0.05510 0.96804 0.28300  0.07
8 H 2.20530 -0.71977 0.62097  0.31
9 H 1.53282 1.10953 -1.39278  0.45
10 H 0.12479 -1.42552 -1.40033  0.43
11 H 0.01167 -1.01453 1.60837  0.38
12 H -2.26416 -1.08591 -0.22535  0.25
13 H -2.41221 0.40732 0.77180  0.25
14 H -0.11598 1.91143 0.81094  0.47


Computed, not measured: an isolated molecule of C4H6FN in a non-equilibrium geometry, with ωB97M-V/def2-TZVPD.

- Strongest force on any atom: 5.67 eV Å⁻¹
- SMILES: C=C(F)/C=N/C
- E: -310.5153 Ha
- LUMO energy: 0.031 Eh
- Orbital gap: 10.08 eV
- 2S+1: 1
- ΔE to the lowest compared entry with this formula, charge and spin: 268.5 kJ/mol

Last column: Mulliken charge in e.
CARTESIAN COORDINATES (ANGSTROEM)
1 C 0.96527 1.39342 -2.21659  -0.71
2 C 0.56769 0.77274 0.53636  -0.08
3 C 1.13765 1.68001 -0.91856  0.39
4 C -0.89098 -0.99551 1.07649  -0.73
5 N -0.24803 -0.11642 0.20892  -0.32
6 F 1.63647 2.78854 -0.53178  -0.26
7 H 1.42080 1.93551 -3.07006  0.32
8 H 0.80131 0.31552 -2.32120  0.24
9 H 1.01312 1.33337 1.38127  0.33
10 H -0.12498 -1.89731 1.10497  0.25
11 H -1.86005 -1.30021 0.83440  0.28
12 H -0.92408 -0.66615 2.11220  0.29


Computed, not measured: a structure of composition C8H9NO5Tc, with ωB97M-V/def2-TZVPD.

- Strongest force on any atom: 0.65 eV Å⁻¹
- Expectation value of S²: 3.79
- E: -820.0913 Ha
- LUMO energy (spin up / spin down): -0.728 / -0.716 Eh
- Orbital gap (spin up / spin down): 6.92 / 7.29 eV
- 2S+1: 4
- Net charge: +4
- ΔE to the lowest compared entry with this formula, charge and spin: 1.2 kJ/mol

Last column: Mulliken charge in e.
CARTESIAN COORDINATES (ANGSTROEM)
1 Tc -0.69858 0.01143 -0.05455  1.73
2 O 1.30786 1.96285 -2.97868  -0.21
3 C 0.97916 1.18640 -2.06921  0.41
4 O -0.18935 1.19649 -1.47135  -0.67
5 C 1.88895 0.14577 -1.54759  0.72
6 C 3.17603 -0.16994 -1.94510  -0.31
7 C 3.81996 -1.22584 -1.27804  -0.54
8 C 3.16498 -1.90598 -0.23393  -0.52
9 C 1.87934 -1.51814 0.09425  1.14
10 N 1.25674 -0.51449 -0.56025  -0.32
11 C 0.94595 -2.04210 1.11688  0.48
12 O 1.04289 -2.91944 1.98465  -0.25
13 O -0.22702 -1.42828 1.07618  -0.59
14 H 0.67848 2.65406 -3.31179  0.49
15 H 3.67108 0.37682 -2.74408  0.57
16 H 4.82599 -1.51836 -1.56786  0.53
17 H 3.67510 -2.71191 0.28680  0.35
18 H 1.86258 -3.45297 2.12092  0.43
19 C -3.91411 -0.09472 0.13326  -0.34
20 O -2.51630 0.49170 0.51168  -0.44
21 H -4.39178 0.66865 -0.47853  0.31
22 H -4.41321 -0.24638 1.08901  0.30
23 H -3.71942 -1.02090 -0.39977  0.32
24 H -2.65092 1.25057 1.13109  0.42